{
  "formula": "C16H25CrN15O4",
  "method": "ωB97M-V/def2-TZVPD",
  "species": ["Cr", "O", "C", "O", "C", "O", "O", "N", "C", "N", "N", "N", "N", "C", "N", "N", "N", "N", "H", "C", "N", "C", "C", "N", "C", "C", "N", "C", "C", "N", "C", "N", "C", "C", "C", "N", "C", "H", "H", "H", "H", "H", "H", "H", "H", "H", "H", "H", "H", "H", "H", "H", "H", "H", "H", "H", "H", "H", "H", "H", "H"],
  "xyz": [[-0.695, 0.091, 0.317], [-3.707, 2.467, 1.432], [-2.951, 1.647, 0.957], [-1.662, 1.630, 1.067], [-3.456, 0.488, 0.037], [-4.626, 0.283, -0.185], [-2.455, -0.167, -0.488], [-0.084, 0.627, 3.539], [-0.779, -0.529, 3.259], [-1.171, -1.393, 4.174], [-1.770, -2.369, 3.464], [-1.727, -2.108, 2.206], [-1.099, -0.924, 2.023], [0.865, 1.090, 2.665], [1.849, 1.900, 3.009], [2.542, 2.079, 1.868], [2.012, 1.419, 0.906], [0.921, 0.758, 1.367], [0.097, 0.800, 4.513], [-2.343, -3.248, -0.527], [-0.994, -3.538, -0.096], [-0.697, -4.705, 0.711], [0.832, -4.790, 0.593], [1.220, -3.480, 0.059], [2.307, -2.753, 0.702], [0.077, -2.780, -0.285], [0.064, -1.544, -0.735], [0.933, -1.241, -1.870], [1.427, 0.184, -1.795], [0.310, 1.043, -1.427], [0.454, 2.335, -1.496], [1.571, 3.105, -1.777], [2.973, 2.797, -1.528], [1.262, 4.503, -1.487], [-0.253, 4.551, -1.557], [-0.620, 3.167, -1.367], [-1.949, 2.777, -1.781], [-2.649, -3.980, -1.280], [-2.389, -2.241, -0.935], [-3.010, -3.291, 0.332], [-1.192, -5.585, 0.300], [-1.048, -4.541, 1.734], [1.133, -5.582, -0.098], [1.318, -4.968, 1.551], [2.275, -2.886, 1.788], [2.204, -1.690, 0.492], [3.275, -3.097, 0.334], [0.336, -1.366, -2.784], [1.789, -1.921, -1.938], [1.833, 0.458, -2.776], [2.220, 0.252, -1.046], [3.220, 2.864, -0.468], [3.556, 3.535, -2.084], [3.246, 1.815, -1.887], [1.746, 5.156, -2.214], [1.626, 4.762, -0.486], [-0.607, 4.905, -2.535], [-0.694, 5.184, -0.786], [-2.142, 3.150, -2.797], [-2.694, 3.197, -1.106], [-2.030, 1.696, -1.781]],
  "atomic_forces_ev_per_a": [[-0.4, -0.4, -0.7], [0.0, 0.0, 0.0], [0.0, 0.0, 0.0], [0.1, 0.0, -0.1], [-0.1, 0.1, 0.1], [0.0, 0.0, 0.0], [0.4, 0.0, 0.1], [0.0, 0.0, 0.0], [0.0, 0.0, -0.1], [0.0, 0.0, 0.1], [0.0, 0.0, 0.0], [-0.1, -0.1, 0.0], [0.1, -0.1, 0.3], [0.1, 0.0, -0.1], [0.0, 0.0, 0.1], [0.0, -0.1, 0.0], [0.0, 0.0, 0.0], [0.0, 0.2, 0.2], [0.0, 0.0, 0.0], [0.0, 0.1, -0.1], [0.0, -0.1, 0.0], [0.0, -0.1, 0.0], [0.0, 0.0, -0.1], [-0.2, 0.2, 0.2], [0.1, -0.1, -0.1], [0.1, -0.2, 0.1], [-0.1, 0.6, 0.2], [-0.1, 0.0, -0.1], [-0.1, 0.0, 0.0], [0.0, 0.0, 0.2], [0.1, 0.0, -0.1], [0.0, 0.0, 0.0], [0.0, 0.0, 0.0], [0.0, 0.0, 0.0], [0.0, 0.0, 0.0], [0.0, 0.0, 0.0], [0.0, 0.0, 0.0], [0.0, 0.0, 0.0], [0.0, 0.0, 0.0], [0.0, 0.0, 0.0], [0.0, 0.0, 0.0], [0.0, 0.0, 0.0], [0.0, 0.0, 0.0], [0.0, 0.0, 0.0], [0.0, 0.0, 0.0], [0.0, 0.0, 0.0], [0.0, 0.0, 0.0], [0.1, 0.0, 0.0], [0.0, 0.0, 0.0], [0.0, 0.0, 0.0], [0.0, 0.0, 0.0], [0.0, 0.0, 0.0], [0.0, 0.0, 0.0], [0.0, 0.0, 0.0], [0.0, 0.0, 0.0], [0.0, 0.0, 0.0], [0.0, 0.0, 0.0], [0.0, 0.0, 0.0], [0.0, 0.0, 0.0], [0.0, 0.0, 0.0], [0.0, 0.0, 0.0]],
  "s2": 0.759,
  "orbital_gap_ha": [0.2926, 0.2891],
  "e_lumo_ev": [2.56, 2.56],
  "multiplicity": 2,
  "homo_energy_ev": [-5.40, -5.31],
  "energy_ha": -2791.6208,
  "charge": -1
}

{
  "formula": "C16H25F3NO13",
  "method": "ωB97M-V/def2-TZVPD",
  "species": ["C", "O", "C", "C", "C", "N", "C", "C", "C", "O", "O", "O", "H", "H", "H", "H", "H", "H", "H", "H", "H", "H", "H", "H", "H", "H", "H", "H", "C", "C", "O", "C", "O", "O", "F", "H", "H", "H", "C", "C", "O", "C", "O", "O", "F", "H", "H", "H", "C", "C", "O", "C", "O", "O", "F", "H", "H", "H"],
  "xyz": [[-2.920, -1.591, 2.034], [-2.046, -2.125, 0.977], [-0.799, -2.688, 1.514], [0.375, -1.590, 1.844], [1.736, -2.092, 1.083], [2.748, -0.992, 0.858], [2.094, 0.103, 0.046], [0.498, 0.331, 0.332], [-0.417, -0.156, -0.980], [-0.205, 0.744, -2.161], [-1.223, 0.559, -2.984], [0.004, -0.188, 1.614], [-3.029, -0.424, 1.817], [-2.472, -1.680, 3.113], [-4.005, -2.078, 1.986], [-0.972, -3.351, 2.483], [-0.391, -3.453, 0.693], [0.594, -1.687, 3.014], [2.232, -2.918, 1.784], [1.540, -2.636, 0.049], [3.241, -0.662, 1.722], [3.505, -1.410, 0.237], [2.653, 1.116, 0.337], [2.244, -0.094, -1.120], [0.336, 1.514, 0.374], [-1.544, 0.052, -0.650], [-0.282, -1.290, -1.236], [-1.595, -0.364, -2.806], [-6.289, 1.708, 3.778], [-6.818, 0.315, 3.768], [-5.656, -0.479, 3.854], [-4.757, 0.282, 4.539], [-3.738, -0.155, 5.048], [-5.139, 1.594, 4.592], [-7.435, 0.041, 2.597], [-5.996, 2.057, 2.783], [-7.002, 2.420, 4.204], [-7.485, 0.082, 4.605], [-0.357, 1.341, -6.513], [-1.178, 0.134, -6.814], [-1.163, 0.069, -8.222], [0.021, 0.634, -8.591], [0.520, 0.517, -9.698], [0.586, 1.341, -7.565], [-2.456, 0.307, -6.410], [-0.939, 2.268, -6.546], [0.140, 1.274, -5.541], [-0.777, -0.797, -6.398], [6.960, 2.094, 1.236], [6.126, 1.840, 2.445], [5.360, 0.712, 2.086], [6.134, 0.025, 1.200], [5.938, -1.134, 0.875], [7.162, 0.792, 0.724], [5.283, 2.872, 2.675], [6.444, 2.702, 0.485], [7.912, 2.572, 1.480], [6.702, 1.621, 3.350]],
  "atomic_forces_ev_per_a": [[-1.0, 1.5, 0.4], [1.5, -0.7, 2.1], [-0.1, -1.1, -0.5], [0.4, -0.8, 1.2], [-0.6, -2.2, 0.9], [0.3, -1.0, -1.3], [-0.1, 2.7, -0.9], [-0.6, 1.2, -1.3], [-1.2, 1.0, 1.5], [3.7, -1.4, 4.8], [-4.2, -2.0, -2.5], [1.7, -1.3, -2.0], [0.1, -2.5, 0.5], [-0.8, -0.1, -2.1], [2.6, 0.9, 0.0], [0.2, 1.5, -1.9], [-1.0, 1.7, 1.6], [-0.4, 0.5, -2.6], [-1.0, 1.8, -1.6], [0.3, 1.5, 2.0], [-0.7, -0.2, -0.7], [-0.7, 0.7, 1.2], [-1.1, -2.3, -0.8], [-0.2, 0.3, 2.7], [0.4, -2.7, 0.0], [2.4, -0.7, -0.6], [-0.1, 2.0, 0.2], [0.7, 1.5, -0.6], [-0.5, 1.2, -0.1], [-0.7, -0.4, -0.6], [0.4, 0.5, 0.7], [2.7, -0.7, 1.3], [-2.3, 1.0, -1.3], [0.5, -1.1, 0.2], [-0.2, -0.2, 0.0], [-0.1, -0.2, 0.0], [0.3, -0.1, 0.1], [0.0, -0.1, -0.2], [0.4, 0.7, 1.0], [-0.8, -0.1, 0.1], [0.8, 0.1, 0.2], [1.6, 0.0, -3.3], [-1.3, 0.3, 2.8], [-0.2, -0.6, -0.8], [-0.2, -0.2, 0.2], [-0.2, -0.3, 0.0], [0.0, 0.0, -0.2], [-0.2, 0.0, 0.0], [0.8, 1.0, -0.4], [-0.3, 1.1, 0.7], [0.4, -0.8, -0.5], [0.5, -2.1, -1.3], [-0.1, 2.4, 0.6], [-1.1, -1.3, 0.5], [-0.1, -0.1, 0.2], [-0.1, 0.0, 0.2], [-0.1, -0.3, -0.1], [-0.2, 0.1, 0.0]],
  "orbital_gap_ha": 0.3434,
  "e_lumo_ev": -3.04,
  "homo_energy_ev": -12.38,
  "energy_ha": -1956.6613,
  "charge": 1
}

{
  "formula": "C16H25GeN6PReS4Sb",
  "method": "ωB97M-V/def2-TZVPD",
  "species": ["Re", "C", "N", "C", "C", "N", "C", "P", "C", "N", "C", "C", "N", "C", "C", "N", "C", "C", "N", "C", "H", "H", "H", "H", "H", "H", "H", "H", "H", "H", "H", "H", "H", "H", "H", "S", "Sb", "S", "S", "S", "C", "Ge", "C", "C", "C", "H", "H", "H", "H", "H", "H", "H", "H", "H", "H"],
  "xyz": [[-1.034, 0.497, -0.094], [-0.449, -3.587, -3.896], [-1.088, -2.592, -3.061], [-2.445, -2.416, -2.948], [-2.653, -1.457, -1.979], [-1.467, -1.043, -1.549], [-0.520, -1.721, -2.206], [1.225, -1.400, -2.132], [1.132, 0.388, -2.262], [0.471, 1.200, -1.447], [0.861, 2.516, -1.740], [1.814, 2.435, -2.758], [1.985, 1.090, -3.040], [2.918, 0.459, -4.015], [1.425, -1.402, -0.312], [0.592, -0.791, 0.546], [1.122, -0.994, 1.822], [2.290, -1.680, 1.704], [2.522, -1.953, 0.410], [3.661, -2.779, -0.184], [0.477, -3.138, -4.279], [-0.213, -4.493, -3.306], [-1.169, -3.741, -4.744], [-3.125, -2.988, -3.524], [-3.600, -1.102, -1.592], [0.537, 3.430, -1.213], [2.309, 3.111, -3.403], [2.848, -0.622, -3.970], [2.684, 0.705, -5.033], [3.897, 0.789, -3.754], [0.608, -0.669, 2.737], [3.015, -1.945, 2.444], [4.111, -2.239, -1.064], [4.312, -2.915, 0.639], [3.326, -3.766, -0.467], [-4.520, 0.799, -0.166], [-6.474, 2.363, 0.375], [-1.565, 2.531, 0.898], [-2.904, 2.039, -0.590], [-5.357, 4.221, 0.581], [-0.985, -0.083, 4.868], [-0.774, 1.483, 3.708], [-1.902, 2.963, 4.351], [1.074, 2.041, 3.366], [-1.482, 1.006, 1.905], [-0.157, -0.764, 4.598], [-1.865, -0.625, 4.623], [-1.036, 0.102, 5.985], [-1.495, 3.283, 5.314], [-2.957, 2.641, 4.365], [-1.884, 3.854, 3.670], [1.618, 1.969, 4.297], [1.279, 3.036, 2.875], [1.521, 1.325, 2.710], [-2.511, 0.628, 1.936]],
  "atomic_forces_ev_per_a": [[0.0, -0.7, -0.1], [-0.1, 0.1, -0.9], [-1.0, 0.8, 0.8], [0.3, 0.3, 0.7], [-1.4, -1.3, -1.2], [1.9, 1.0, 0.9], [-0.4, -0.3, -0.1], [0.7, -0.4, 0.9], [0.7, 0.6, 0.1], [-0.6, 1.3, 0.3], [1.0, -0.6, -0.9], [-1.0, -1.4, 0.7], [-0.5, -0.2, -0.4], [-0.7, 0.4, 0.5], [1.2, -0.5, 1.4], [0.9, -0.6, 0.3], [-0.9, 0.2, -0.4], [0.3, 0.0, 0.6], [-1.4, 0.1, -3.1], [-1.4, 1.5, -0.4], [-0.2, -0.4, 0.0], [-0.3, 0.4, -0.5], [1.0, -0.4, 0.8], [-0.5, -0.4, -0.3], [0.3, 0.0, -0.1], [0.0, -1.0, -0.4], [0.4, 0.9, 0.0], [0.0, 0.0, 0.4], [-0.2, 0.6, -0.4], [0.8, 0.1, 0.0], [0.5, -0.2, -0.9], [0.1, -0.2, 0.4], [-0.4, -0.5, 1.2], [1.1, 0.1, 0.5], [-0.4, -0.1, -0.2], [0.2, 0.6, 0.4], [0.3, 0.1, 0.0], [0.3, 0.3, 1.4], [-0.5, -0.9, -0.9], [-0.1, 0.0, 0.0], [1.2, 0.1, 0.7], [-0.3, 0.8, 0.3], [0.0, 0.5, -1.1], [0.0, 0.8, -0.3], [0.1, 0.7, -1.3], [-0.2, 0.2, 0.7], [-1.0, -0.3, -0.4], [0.4, 0.0, -1.4], [-0.5, -0.1, 0.0], [0.4, 0.1, 0.5], [0.2, -0.8, 0.5], [0.2, 0.3, 0.3], [-0.6, -0.8, 0.8], [0.3, -0.5, -0.4], [-0.3, -0.2, 0.1]],
  "orbital_gap_ha": 0.2353,
  "e_lumo_ev": -6.62,
  "homo_energy_ev": -13.02,
  "energy_ha": -5282.2644,
  "charge": 2
}